Here is a cluster of 4 separate species, C29H61N5O3 in total from OMol25. Energies are from ωB97M-V with the def2-TZVPD basis set.

Computed properties:
**Maximum force**: 0.27 eV/A
**Kohn-Sham gap (alpha / beta)**: 0.1302 / 0.1294 hartree
**Expectation value of S²**: 3.76
**LUMO level (alpha / beta)**: 1.84 / 1.82 eV

Geometry as ORCA input:
```
! wB97M-V def2-TZVPD RIJCOSX def2/J DEFGRID3
* xyz -1 4
C 2.769 0.902 3.005
N 3.583 2.026 2.601
C 4.804 2.312 3.456
N 5.306 3.615 3.286
H 3.174 -0.036 2.613
H 2.682 0.778 4.100
H 1.763 0.990 2.596
H 3.056 2.892 2.669
H 4.509 2.042 4.503
H 5.531 1.535 3.146
H 4.904 4.198 4.020
C -0.631 -2.867 -1.585
C -0.274 -1.437 -1.172
C -0.280 -0.476 -2.371
C 0.893 -0.694 -3.321
C 2.225 -0.605 -2.582
C 2.323 -1.560 -1.381
N 1.089 -1.353 -0.542
O 1.214 -0.438 0.337
C 2.476 -3.013 -1.829
C 3.528 -1.201 -0.516
C -1.296 -0.992 -0.134
H -1.709 -2.907 -1.754
H -0.141 -3.198 -2.495
H -0.389 -3.567 -0.783
H -0.235 0.544 -1.978
H -1.235 -0.583 -2.894
H 0.800 -1.656 -3.836
H 0.868 0.071 -4.101
H 3.058 -0.824 -3.259
H 2.363 0.415 -2.213
H 2.328 -3.691 -0.987
H 3.494 -3.146 -2.199
H 1.799 -3.301 -2.629
H 3.513 -0.161 -0.201
H 4.436 -1.392 -1.093
H 3.550 -1.817 0.384
H -1.220 -1.618 0.755
H -2.296 -1.118 -0.554
H -1.151 0.042 0.167
C -3.468 -5.210 2.640
C -4.239 -4.050 2.008
C -5.727 -4.080 2.386
C -6.491 -5.219 1.717
C -6.336 -5.175 0.199
C -4.869 -5.163 -0.264
N -4.169 -4.076 0.503
O -4.179 -2.930 -0.061
C -4.206 -6.527 -0.070
C -4.785 -4.810 -1.746
C -3.586 -2.753 2.476
H -3.321 -4.979 3.696
H -3.984 -6.164 2.588
H -2.486 -5.317 2.178
H -6.167 -3.125 2.083
H -5.806 -4.145 3.475
H -6.161 -6.185 2.108
H -7.550 -5.137 1.968
H -6.833 -6.032 -0.264
H -6.818 -4.272 -0.186
H -3.125 -6.450 -0.196
H -4.590 -7.201 -0.837
H -4.411 -6.982 0.893
H -5.295 -3.877 -1.965
H -5.244 -5.618 -2.320
H -3.744 -4.709 -2.057
H -2.561 -2.704 2.113
H -3.572 -2.736 3.567
H -4.114 -1.877 2.111
C 1.765 7.080 -2.020
C 1.640 6.632 -0.562
C 2.932 6.910 0.224
C 4.088 6.012 -0.198
C 3.713 4.545 -0.063
C 2.420 4.160 -0.810
N 1.350 5.160 -0.452
O 0.582 4.834 0.516
C 2.634 4.094 -2.323
C 1.980 2.788 -0.318
C 0.468 7.385 0.060
H 1.697 8.169 -2.047
H 2.708 6.802 -2.479
H 0.950 6.671 -2.620
H 2.723 6.746 1.285
H 3.188 7.968 0.097
H 4.404 6.251 -1.220
H 4.948 6.204 0.447
H 4.520 3.903 -0.427
H 3.612 4.293 0.996
H 1.679 4.013 -2.847
H 3.218 3.196 -2.534
H 3.185 4.939 -2.729
H 1.915 2.773 0.761
H 2.766 2.082 -0.591
H 1.029 2.452 -0.736
H -0.466 7.129 -0.444
H 0.648 8.456 -0.053
H 0.360 7.145 1.114
*
```

Mulliken atomic charge list, values in e, 2 entries: C -0.981; N 0.009

***

Here is a cluster of 11 separate species, C29H62F14N11O31S14 in total at a distorted geometry from OMol25. Energies are from ωB97M-V with the def2-TZVPD basis set.

Computed properties:
**Maximum force**: 13.29 eV/A
**Kohn-Sham gap (alpha / beta)**: 0.0908 / 0.0756 hartree
**Expectation value of S²**: 0.76
**LUMO level (alpha / beta)**: -2.37 / -2.78 eV

Geometry as ORCA input:
```
! wB97M-V def2-TZVPD RIJCOSX def2/J DEFGRID3
* xyz -2 2
C 4.230 0.077 -1.997
C 5.571 -0.288 -1.214
O 6.628 -0.347 -1.701
N 5.425 -0.614 0.214
H 4.588 -0.176 0.571
H 5.239 -1.578 0.452
C 6.451 -0.012 1.276
H 3.774 -0.891 -2.201
H 4.565 0.558 -2.916
H 3.629 0.893 -1.597
H 7.370 -0.470 0.911
H 6.370 -0.481 2.257
H 6.338 1.064 1.406
C -1.946 5.839 -0.378
C -2.414 5.581 1.055
C -2.444 3.993 1.199
C -1.927 3.470 2.488
C -0.488 4.076 2.610
C -0.588 5.546 3.088
N -1.405 6.274 1.969
O -1.050 7.577 1.586
C 0.895 6.058 3.043
C -1.201 5.760 4.484
C -3.788 6.168 1.269
H -2.614 5.287 -1.039
H -0.893 5.599 -0.522
H -2.019 6.851 -0.777
H -1.727 3.446 0.587
H -3.336 3.531 0.775
H -1.822 2.390 2.588
H -2.485 3.824 3.355
H 0.073 4.019 1.678
H -0.050 3.360 3.306
H 1.046 7.027 3.520
H 1.445 6.047 2.103
H 1.498 5.397 3.666
H -2.283 5.631 4.467
H -1.156 6.815 4.754
H -0.755 5.193 5.301
H -4.026 6.004 2.320
H -4.501 5.576 0.695
H -3.795 7.217 0.971
C 1.421 -6.364 6.729
C 2.420 -5.919 5.560
C 2.462 -7.145 4.480
C 1.420 -7.086 3.383
C 1.393 -5.629 2.883
C 0.983 -4.583 3.854
N 2.027 -4.611 4.914
O 2.334 -3.507 5.663
C -0.406 -4.502 4.526
C 1.224 -3.252 3.050
C 3.838 -5.759 6.037
H 1.719 -7.308 7.184
H 0.420 -6.555 6.343
H 1.224 -5.655 7.534
H 2.343 -8.068 5.047
H 3.422 -7.104 3.964
H 0.423 -7.315 3.758
H 1.570 -7.843 2.613
H 0.827 -5.486 1.963
H 2.411 -5.423 2.553
H -1.174 -4.278 3.786
H -0.370 -3.789 5.349
H -0.798 -5.439 4.920
H 2.255 -3.041 2.766
H 0.735 -2.398 3.519
H 0.607 -3.271 2.152
H 4.351 -6.612 6.482
H 3.843 -5.108 6.910
H 4.509 -5.455 5.233
C -1.060 3.165 -2.292
C -1.447 1.752 -2.294
C -0.409 0.622 -1.883
N -0.798 -0.828 -2.333
C -1.353 -0.876 -3.734
C 0.435 -1.807 -2.208
C 0.167 -2.742 -1.117
C -1.288 -2.830 -1.006
C -1.772 -1.343 -1.319
H -0.475 3.484 -1.429
H -1.907 3.835 -2.442
H -0.466 3.523 -3.133
H -1.568 1.555 -3.359
H -2.422 1.572 -1.841
H 0.016 0.624 -0.879
H 0.424 0.969 -2.494
H -1.640 -1.904 -3.956
H -0.665 -0.345 -4.391
H -2.260 -0.271 -3.722
H 0.677 -2.418 -3.078
H 1.399 -1.299 -2.214
H 0.662 -3.663 -1.423
H 0.590 -2.272 -0.228
H -1.593 -3.436 -1.859
H -1.614 -3.372 -0.119
H -2.780 -1.135 -1.677
H -1.621 -0.739 -0.425
N 3.670 0.994 1.528
S 2.172 0.285 1.863
O 0.964 0.862 1.303
O 2.107 -0.440 3.145
F 2.463 -0.936 0.832
S 3.169 2.388 1.859
O 2.647 2.598 3.196
O 2.497 3.070 0.748
F 4.586 3.108 2.039
N 1.027 0.503 -6.617
S 1.038 -1.170 -7.034
O 0.926 -2.246 -6.086
O 1.951 -1.414 -8.115
F -0.453 -1.196 -7.706
S 2.085 0.249 -5.603
O 3.387 -0.363 -5.979
O 1.818 0.048 -4.230
F 2.456 1.827 -5.380
N -2.639 2.712 -7.063
S -3.086 4.322 -6.952
O -2.327 5.051 -5.950
O -4.470 4.743 -7.195
F -2.286 4.905 -8.309
S -3.659 2.240 -6.147
O -4.839 1.688 -6.748
O -3.757 2.683 -4.759
F -2.919 0.881 -5.830
N -2.907 0.101 4.538
S -4.256 0.309 3.922
O -5.135 -0.821 3.648
O -4.366 1.487 3.065
F -4.830 0.837 5.270
S -2.331 -0.742 3.127
O -2.812 -0.332 1.809
O -2.284 -2.215 3.349
F -0.823 -0.271 3.199
N -4.892 -2.267 -1.698
S -5.304 -3.441 -0.884
O -4.295 -4.480 -0.979
O -6.775 -3.678 -0.805
F -4.985 -2.939 0.605
S -4.939 -2.908 -3.198
O -6.102 -3.642 -3.573
O -3.684 -3.356 -3.760
F -5.212 -1.408 -3.941
N -0.164 -7.418 -2.665
S -0.841 -6.123 -3.014
O -0.088 -4.893 -3.340
O -2.105 -5.976 -2.323
F -1.469 -6.660 -4.464
S 0.646 -6.803 -1.360
O -0.167 -6.062 -0.305
O 2.004 -6.311 -1.586
F 1.011 -8.195 -0.675
N 2.104 8.134 -3.825
S 2.452 6.643 -3.649
O 1.364 5.681 -3.620
O 3.510 6.467 -2.703
F 3.225 6.419 -5.018
S 1.457 8.473 -2.280
O 2.376 9.109 -1.290
O 0.500 7.545 -1.697
F 0.509 9.742 -2.615
*
```

Mulliken atomic charge list, values in e, 2 entries: C -0.664; C 0.313

***

Here is a cluster of 3 separate species, C29H63IN7O10P3 in total at a distorted geometry from OMol25. Energies are from ωB97M-V with the def2-TZVPD basis set.

Computed properties:
**Relative energy (zero: lowest compared OMol25 entry of this formula, charge and spin)**: 780.8 kJ/mol
**Maximum force**: 8.41 eV/A
**Structure (SMILES)**: C=C[C@@]1(OC[C@@H](C)O)O[C@H](C)[C@@](O)(CCCC(=O)OCC)[C@@]1(N=C=O)P(O)I.CN(C)P(=O)(N(C)C)N(C)C.CN(C)P(=O)(N(C)C)N(C)C
**Kohn-Sham gap**: 0.2550 hartree
**LUMO level**: -0.72 eV

Geometry as ORCA input:
```
! wB97M-V def2-TZVPD RIJCOSX def2/J DEFGRID3
* xyz 0 1
C 1.835 -0.530 4.951
C 1.073 -1.182 3.899
C 0.486 -0.169 2.759
O -0.872 0.036 3.227
C -1.007 1.166 4.121
C -1.802 0.783 5.507
C -2.528 2.137 5.992
O -2.670 -0.358 5.358
O 1.312 0.953 2.396
C 1.426 1.351 1.004
C 1.361 2.956 0.922
C 0.282 0.456 0.305
O -1.021 1.138 0.451
C 0.362 0.274 -1.289
C 1.115 1.458 -2.079
C 0.210 2.796 -2.278
C 1.198 3.887 -2.978
O 0.871 5.115 -2.985
O 2.406 3.419 -3.598
C 3.506 4.349 -3.400
C 3.826 4.603 -1.825
C 0.204 -0.829 1.271
N -1.171 -1.477 1.350
C -1.456 -2.093 0.238
O -1.446 -2.660 -0.881
P 1.482 -2.233 1.138
O 1.551 -2.887 -0.475
I 3.801 -1.380 1.484
H 2.857 -0.943 5.264
H 1.424 0.418 5.444
H 0.883 -2.308 3.910
H -1.712 1.924 3.586
H -0.029 1.653 4.458
H -0.955 0.577 6.275
H -2.118 2.453 7.034
H -2.326 3.052 5.308
H -3.656 1.990 6.121
H -3.581 -0.097 5.097
H 2.373 1.099 0.407
H 1.873 3.350 1.886
H 0.316 3.395 0.775
H 2.036 3.282 0.047
H -1.030 1.680 1.272
H -0.736 0.281 -1.672
H 0.812 -0.715 -1.646
H 2.109 1.795 -1.621
H 1.377 1.036 -3.130
H -0.686 2.528 -2.955
H -0.234 3.197 -1.300
H 3.387 5.341 -3.986
H 4.460 3.851 -3.837
H 2.990 5.183 -1.294
H 4.784 5.257 -1.783
H 4.098 3.627 -1.273
H 2.140 -2.320 -1.036
C 3.936 -5.757 4.775
N 2.735 -6.285 5.384
C 2.617 -5.974 6.803
P 1.392 -6.998 4.614
O 0.507 -5.754 4.810
N 1.494 -6.818 2.901
C 2.714 -6.741 2.114
C 0.468 -6.007 2.245
N 2.355 -8.478 4.401
C 1.449 -9.581 3.989
C 3.144 -9.013 5.519
H 4.424 -6.501 4.140
H 4.700 -5.497 5.514
H 3.727 -4.857 4.190
H 2.723 -6.885 7.401
H 1.643 -5.535 7.040
H 3.371 -5.265 7.155
H 3.152 -5.740 2.137
H 2.510 -6.981 1.063
H 3.468 -7.469 2.419
H 0.656 -4.939 2.386
H -0.526 -6.245 2.636
H 0.419 -6.206 1.170
H 0.744 -9.829 4.790
H 2.013 -10.480 3.726
H 0.866 -9.309 3.107
H 2.533 -9.162 6.414
H 3.993 -8.375 5.771
H 3.594 -9.974 5.246
C -2.705 6.301 -5.017
N -2.221 5.198 -5.816
C -0.788 5.251 -6.076
P -3.058 3.787 -6.275
O -2.305 2.905 -5.261
N -4.571 3.669 -5.452
C -5.394 4.779 -5.000
C -4.751 2.550 -4.526
N -3.925 4.747 -7.494
C -4.629 3.822 -8.418
C -3.190 5.682 -8.357
H -3.625 6.723 -5.430
H -2.009 7.146 -5.005
H -2.873 6.002 -3.979
H -0.601 5.450 -7.136
H -0.299 4.304 -5.826
H -0.272 6.026 -5.504
H -5.035 5.194 -4.054
H -6.428 4.450 -4.838
H -5.474 5.580 -5.735
H -4.233 2.729 -3.579
H -4.377 1.619 -4.962
H -5.809 2.373 -4.307
H -3.914 3.228 -8.999
H -5.277 4.368 -9.109
H -5.271 3.127 -7.872
H -2.361 5.192 -8.875
H -2.805 6.541 -7.806
H -3.857 6.116 -9.110
*
```

Mulliken atomic charge list, values in e, 2 entries: C -0.852; C -0.320

***

Here is a structure of composition C29H63NO16Si2 at a distorted geometry from OMol25. Energies are from ωB97M-V with the def2-TZVPD basis set.

Computed properties:
**Maximum force**: 2.54 eV/A
**Kohn-Sham gap**: 0.3917 hartree
**LUMO level**: 0.46 eV

Geometry as ORCA input:
```
! wB97M-V def2-TZVPD RIJCOSX def2/J DEFGRID3
* xyz 0 1
C -3.274 0.884 0.545
C -2.285 1.214 -0.668
C -1.332 2.469 -0.337
C 0.167 2.193 -0.805
C 1.133 1.717 0.390
C 1.329 0.130 0.351
C 1.397 -0.561 1.780
Si -0.236 -0.591 2.756
C -0.779 1.098 3.461
C 0.218 1.604 4.564
N 0.453 2.862 4.785
O -1.429 -1.388 1.803
Si -2.110 -2.721 2.689
H -2.822 1.225 1.525
H -4.291 1.353 0.434
H -3.454 -0.233 0.617
H -1.665 0.307 -0.935
H -2.934 1.514 -1.535
H -1.713 3.337 -0.944
H -1.421 2.755 0.748
H 0.566 3.162 -1.226
H 0.141 1.379 -1.590
H 2.135 2.195 0.151
H 0.821 2.115 1.392
H 2.350 -0.032 -0.123
H 0.599 -0.372 -0.356
H 2.252 -0.162 2.414
H 1.669 -1.652 1.589
H -0.006 -1.461 3.936
H -0.946 1.903 2.696
H -1.772 0.927 3.988
H 0.758 0.804 5.161
H 1.135 2.919 5.560
H -1.316 -3.945 2.441
H -2.147 -2.487 4.136
H -3.472 -3.027 2.240
C -5.481 3.327 3.616
C -6.033 3.719 2.260
O -7.131 2.873 1.894
C -8.305 3.182 2.455
O -8.511 4.094 3.213
O -9.209 2.285 2.044
C -10.499 2.455 2.629
H -5.232 2.264 3.636
H -4.585 3.905 3.849
H -6.216 3.499 4.404
H -5.262 3.579 1.500
H -6.326 4.771 2.233
H -10.861 3.476 2.502
H -10.466 2.189 3.687
H -11.185 1.779 2.121
C 7.598 -4.307 2.054
C 7.045 -3.907 0.701
O 5.969 -4.771 0.312
C 4.785 -4.499 0.869
O 4.552 -3.605 1.642
O 3.904 -5.408 0.435
C 2.608 -5.277 1.015
H 7.872 -5.364 2.059
H 8.478 -3.712 2.302
H 6.854 -4.166 2.840
H 7.821 -4.016 -0.058
H 6.726 -2.862 0.689
H 2.225 -4.261 0.904
H 2.640 -5.562 2.068
H 1.937 -5.957 0.492
C 2.820 -0.818 -4.219
C 3.236 0.281 -3.261
O 4.065 1.246 -3.920
C 3.416 2.148 -4.663
O 2.223 2.219 -4.810
O 4.325 2.947 -5.234
C 3.766 3.916 -6.119
H 3.696 -1.259 -4.700
H 2.272 -1.601 -3.693
H 2.183 -0.426 -5.015
H 3.833 -0.147 -2.454
H 2.370 0.764 -2.801
H 2.978 4.491 -5.631
H 3.384 3.426 -7.016
H 4.561 4.602 -6.410
C 2.260 2.533 -13.453
C 2.938 3.167 -12.255
O 1.982 3.822 -11.413
C 1.296 3.019 -10.591
O 1.423 1.825 -10.499
O 0.426 3.773 -9.905
C -0.429 3.027 -9.040
H 1.651 3.269 -13.984
H 3.000 2.122 -14.142
H 1.591 1.728 -13.146
H 3.633 3.938 -12.594
H 3.518 2.436 -11.688
H 0.146 2.378 -8.379
H -1.137 2.444 -9.631
H -0.987 3.733 -8.427
C -2.605 -5.719 9.354
C -1.098 -5.852 9.450
O -0.467 -5.410 8.241
C -0.336 -4.085 8.114
O -0.685 -3.258 8.915
O 0.234 -3.837 6.929
C 0.366 -2.448 6.631
H -2.979 -6.228 8.462
H -3.086 -6.148 10.234
H -2.903 -4.672 9.273
H -0.830 -6.902 9.574
H -0.701 -5.314 10.313
H 0.872 -1.916 7.437
H -0.618 -2.013 6.441
H 0.966 -2.355 5.728
*
```

Mulliken atomic charge list, values in e, 2 entries: C -0.571; C -0.474

***

Question: Which of these has the lowest maximum force?
Answer: C29H61N5O3

***

Question: Among the records above, which one has the highest maximum force?
Answer: C29H62F14N11O31S14

***

Question: The lowest maximum force belongs to which entry?
Answer: C29H61N5O3

***

Question: Among the records above, which one has the highest maximum force?
Answer: C29H62F14N11O31S14